1.
{
  "formula": "C44H46N16S3V",
  "method": "wB97M-V/def2-TZVPD",
  "energy_ha": -4718.53746,
  "lumo_energy_ha": [-0.012, -0.012],
  "relative_energy_kj_mol": 282.2,
  "spin_multiplicity": 2,
  "e_homo_ha": [-0.17859, -0.15737],
  "species": ["V", "C", "C", "N", "C", "C", "N", "C", "C", "N", "H", "H", "H", "H", "H", "H", "H", "H", "H", "H", "H", "H", "H", "H", "H", "N", "S", "N", "S", "N", "S", "N", "C", "C", "C", "C", "C", "C", "C", "C", "C", "C", "C", "C", "C", "C", "C", "C", "C", "C", "C", "C", "C", "C", "C", "C", "C", "C", "C", "C", "C", "C", "C", "C", "C", "C", "C", "C", "H", "H", "H", "H", "H", "H", "H", "H", "H", "H", "H", "H", "H", "H", "H", "H", "H", "H", "H", "H", "H", "H", "H", "H", "H", "H", "H", "H", "H", "H", "N", "C", "N", "N", "N", "N", "C", "N", "N", "N", "N", "H"],
  "positions_angstrom": [[-1.8443, 0.1242, 1.7995], [-1.8390, -1.5676, 4.3951], [-2.2621, -2.6448, 3.4126], [-2.1469, -2.1644, 2.0206], [-3.3334, -2.4704, 1.1975], [-4.4925, -1.5519, 1.6024], [-4.0377, -0.1651, 1.8233], [-4.5612, 0.4539, 3.0535], [-3.8441, -0.1337, 4.2667], [-2.3967, -0.2678, 4.0042], [-2.1387, -1.8664, 5.4092], [-0.7587, -1.4453, 4.3820], [-1.6659, -3.5454, 3.5749], [-3.3022, -2.9251, 3.5887], [-1.3030, -2.5102, 1.5821], [-3.0702, -2.2798, 0.1621], [-3.6448, -3.5167, 1.2935], [-5.2695, -1.5975, 0.8367], [-4.9437, -1.9184, 2.5264], [-4.2781, 0.4421, 1.0414], [-4.3486, 1.5185, 2.9772], [-5.6457, 0.3305, 3.1556], [-4.0338, 0.4914, 5.1405], [-4.2508, -1.1219, 4.4943], [-1.8446, 0.4483, 4.4716], [0.2643, 0.0364, 1.6327], [1.7513, 0.0230, 1.2001], [1.7456, -0.8658, -0.2312], [1.4760, -0.0797, -1.5223], [0.1409, 0.6342, -1.7721], [-1.3372, -0.1060, -1.5337], [-1.8547, -0.2453, -0.2042], [-2.2345, 0.9154, -2.6937], [-3.5840, 1.0491, -2.4166], [-4.3707, 1.8170, -3.2650], [-3.8076, 2.4299, -4.3731], [-2.4484, 2.2970, -4.6382], [-1.6514, 1.5422, -3.7911], [-1.2635, -1.6954, -2.4136], [-1.6880, -1.8836, -3.7180], [-1.7482, -3.1755, -4.2357], [-1.3877, -4.2576, -3.4492], [-0.9564, -4.0580, -2.1443], [-0.9029, -2.7754, -1.6213], [1.9139, -1.2739, -2.7603], [2.4976, -2.4759, -2.4205], [2.8899, -3.3324, -3.4453], [2.7092, -2.9616, -4.7678], [2.1396, -1.7376, -5.0875], [1.7424, -0.8770, -4.0743], [2.6417, 1.2185, -1.8578], [3.9867, 0.8955, -1.7736], [4.9194, 1.8729, -2.0731], [4.4959, 3.1402, -2.4573], [3.1474, 3.4355, -2.5477], [2.1964, 2.4637, -2.2528], [2.8694, -1.0606, 2.0541], [2.5721, -1.3237, 3.3776], [3.4593, -2.1041, 4.1114], [4.6203, -2.5868, 3.5270], [4.9090, -2.3031, 2.1960], [4.0275, -1.5386, 1.4479], [2.3252, 1.5197, 1.1555], [3.6947, 1.8949, 1.4674], [4.0561, 3.1819, 1.4532], [3.0626, 4.2104, 1.1100], [1.7746, 3.9332, 0.9195], [1.1951, 2.5489, 1.1161], [-3.9886, 0.5909, -1.5247], [-5.4213, 1.9528, -3.0438], [-4.4261, 3.0316, -5.0273], [-2.0095, 2.7932, -5.4945], [-0.5882, 1.4548, -3.9646], [-1.9768, -1.0398, -4.3317], [-2.0871, -3.3299, -5.2522], [-1.4459, -5.2612, -3.8517], [-0.6684, -4.9021, -1.5300], [-0.5612, -2.5906, -0.6098], [2.6184, -2.7377, -1.3772], [3.3365, -4.2879, -3.2023], [3.0187, -3.6319, -5.5602], [2.0071, -1.4487, -6.1220], [1.3010, 0.0861, -4.3020], [4.2981, -0.0996, -1.4784], [5.9752, 1.6479, -2.0014], [5.2290, 3.9059, -2.6780], [2.8227, 4.4270, -2.8358], [1.1360, 2.6761, -2.2883], [1.6808, -0.8823, 3.8204], [3.2417, -2.3206, 5.1492], [5.3110, -3.1819, 4.1111], [5.8191, -2.6763, 1.7430], [4.2290, -1.3217, 0.4069], [4.4255, 1.1256, 1.6860], [5.0765, 3.4690, 1.6701], [3.4002, 5.2357, 1.0004], [1.0806, 4.7186, 0.6402], [0.4926, 2.3369, 0.3012], [-0.7588, 3.3795, 2.4388], [-1.8205, 3.2168, 1.5533], [-2.4387, 4.2140, 0.9398], [-3.4623, 3.6091, 0.2924], [-3.4295, 2.3360, 0.4913], [-2.3820, 2.0404, 1.3146], [0.3640, 2.4497, 2.4092], [1.1882, 2.6998, 3.5810], [1.0175, 1.7185, 4.3808], [0.2669, 0.7352, 3.9926], [-0.1525, 1.0664, 2.5912], [-0.4520, 4.3365, 2.5242]],
  "forces_ev_per_angstrom": [[-0.7, -0.9, 1.1], [0.0, 0.2, 0.0], [0.0, 0.1, -0.2], [-0.1, -0.1, 0.0], [0.1, 0.2, 0.2], [0.2, 0.1, 0.1], [-0.6, 0.0, -0.1], [0.2, -0.1, -0.1], [0.2, 0.0, -0.1], [-0.1, 0.0, 0.0], [0.0, 0.0, 0.0], [0.1, 0.0, 0.0], [0.0, -0.1, 0.0], [0.0, 0.0, 0.0], [0.0, -0.1, 0.0], [0.0, 0.0, -0.1], [0.0, -0.1, 0.0], [0.0, 0.0, 0.0], [0.0, 0.0, 0.0], [0.0, 0.0, 0.0], [0.0, 0.0, 0.0], [0.0, 0.0, 0.0], [0.0, 0.0, 0.1], [0.0, 0.0, 0.0], [0.0, 0.0, 0.0], [0.4, 0.2, 0.4], [0.1, 0.0, 0.0], [-0.1, -0.3, 0.2], [0.0, 0.0, 0.1], [-0.2, -0.3, -0.4], [0.3, 0.1, -0.5], [-0.2, -0.4, -0.8], [-0.1, 0.1, 0.0], [0.0, 0.1, -0.1], [0.0, 0.0, 0.0], [0.0, 0.0, 0.0], [0.0, -0.1, 0.1], [-0.1, 0.0, 0.0], [-0.2, 0.2, 0.2], [0.0, 0.0, -0.2], [0.0, 0.2, 0.0], [0.0, -0.1, 0.0], [0.0, 0.1, 0.1], [0.1, -0.1, 0.0], [0.0, 0.3, 0.0], [0.0, -0.4, -0.1], [0.0, 0.1, 0.2], [0.0, -0.1, -0.1], [-0.1, 0.2, 0.1], [-0.1, -0.2, -0.3], [-0.1, -0.1, -0.1], [0.2, 0.1, -0.1], [0.0, -0.1, 0.0], [0.1, 0.1, 0.0], [-0.1, 0.0, 0.0], [0.1, 0.3, 0.0], [0.2, 0.0, 0.0], [0.1, 0.0, 0.1], [-0.1, 0.0, 0.0], [0.0, 0.0, 0.0], [-0.1, 0.0, 0.0], [-0.1, -0.1, 0.0], [0.3, 0.5, 0.6], [-0.3, -0.2, -0.2], [-0.2, 0.3, -0.1], [0.3, -0.1, 0.0], [-0.2, -0.2, 0.1], [0.3, 0.1, -0.2], [0.0, 0.0, 0.0], [0.0, 0.0, 0.0], [0.0, 0.0, 0.0], [0.0, 0.0, 0.0], [0.0, 0.0, 0.0], [0.0, 0.0, 0.0], [0.0, 0.0, 0.0], [0.0, 0.0, 0.0], [0.0, 0.0, 0.0], [-0.1, 0.0, 0.0], [0.0, 0.0, -0.1], [0.0, 0.0, 0.0], [0.0, 0.0, 0.0], [0.0, 0.0, 0.0], [0.0, 0.0, 0.0], [0.0, 0.0, 0.0], [0.0, 0.0, 0.0], [0.0, 0.0, 0.0], [0.0, 0.0, 0.0], [0.1, 0.0, 0.0], [0.0, 0.0, 0.0], [0.0, 0.0, 0.0], [0.0, 0.0, 0.0], [0.0, 0.0, 0.0], [0.0, 0.0, 0.0], [-0.1, 0.0, 0.0], [0.0, 0.0, 0.0], [0.0, 0.0, 0.0], [0.0, 0.0, 0.0], [0.0, 0.0, -0.1], [-0.1, -0.3, 0.0], [0.5, 0.2, 0.4], [-0.3, -0.2, -0.2], [0.1, 0.0, 0.1], [0.2, 0.1, 0.1], [-0.5, 0.7, -0.5], [-0.1, -0.1, -0.1], [0.0, -0.2, 0.1], [-0.1, 0.0, -0.1], [0.0, 0.3, -0.5], [0.7, -0.1, 0.7], [0.0, 0.0, 0.1]]
}


2.
{
  "formula": "C7H11N3O2",
  "method": "wB97M-V/def2-TZVPD",
  "energy_ha": -587.92728,
  "lumo_energy_ha": 0.007,
  "relative_energy_kj_mol": 438.3,
  "e_homo_ha": -0.33854,
  "species": ["C", "C", "C", "C", "C", "C", "C", "N", "N", "N", "O", "O", "H", "H", "H", "H", "H", "H", "H", "H", "H", "H", "H"],
  "positions_angstrom": [[3.5785, 0.1394, 0.0015], [2.5529, -0.4559, -0.6437], [1.9537, 1.4166, 0.3576], [-2.6124, 1.0014, 0.5455], [-2.2974, -0.4263, 0.1322], [0.1670, 0.3068, -0.9490], [-0.7815, -0.5952, 0.1948], [3.1596, 1.2732, 0.6594], [1.4812, 0.4510, -0.4991], [-0.3544, -2.0227, 0.0824], [0.2726, -2.5063, 0.9983], [-0.6892, -2.5715, -0.9433], [4.5703, -0.1812, 0.1937], [2.3766, -1.2280, -1.2676], [1.2010, 2.1123, 0.6433], [-3.7328, 1.2940, 0.5648], [-2.1138, 1.9414, 0.0479], [-2.4373, 1.1222, 1.6735], [-2.8972, -0.6150, -0.7938], [-2.6584, -1.1894, 0.9932], [-0.3808, 1.2387, -1.1647], [0.1284, -0.3272, -1.9258], [-0.4865, -0.1782, 1.0988]],
  "forces_ev_per_angstrom": [[0.1, -0.3, 0.8], [-1.0, 3.4, 0.8], [-3.4, -0.2, -1.5], [-1.5, 2.9, 2.4], [-1.0, -1.0, 1.0], [-3.0, -3.2, -0.8], [0.7, 1.4, -3.7], [2.5, 0.1, 0.7], [1.7, -0.4, 0.8], [-0.3, 0.9, 0.2], [0.0, -0.2, -0.1], [0.1, -0.5, -0.2], [0.6, -0.4, -0.3], [0.1, -2.6, -1.7], [0.1, 1.0, 0.6], [1.6, -0.9, -0.6], [-0.6, -2.2, 0.6], [0.3, -0.1, -1.5], [1.2, -0.5, 0.5], [0.3, 1.8, -2.0], [0.6, -0.3, 0.4], [0.1, 1.1, 1.7], [0.8, 0.2, 1.9]]
}


3.
{
  "formula": "C25H30ClN7NaO2S3",
  "method": "wB97M-V/def2-TZVPD",
  "energy_ha": -3321.65179,
  "lumo_energy_ha": 0.071,
  "relative_energy_kj_mol": 60.0,
  "total_charge": -1,
  "e_homo_ha": -0.16983,
  "species": ["Na", "N", "C", "C", "C", "C", "N", "H", "H", "H", "H", "H", "H", "H", "H", "H", "H", "H", "H", "Cl", "C", "C", "C", "C", "O", "C", "C", "O", "C", "H", "H", "H", "H", "S", "C", "S", "C", "N", "N", "C", "C", "C", "C", "C", "C", "S", "H", "H", "H", "H", "H", "C", "N", "C", "C", "N", "C", "H", "H", "H", "H", "H", "H", "C", "C", "N", "H", "H", "H"],
  "positions_angstrom": [[0.2879, 0.6895, -0.2201], [-1.4471, 0.2531, 1.6397], [-1.0072, -0.1510, 2.9833], [0.4889, -0.4360, 2.9677], [1.3068, 0.8531, 2.9284], [2.7612, 0.6547, 2.5307], [2.8522, 0.4146, 1.0877], [-2.4192, 0.5454, 1.6703], [-1.5337, -0.5993, 1.0810], [-1.5686, -1.0183, 3.3382], [-1.2137, 0.6685, 3.6799], [0.6954, -1.0608, 2.0908], [0.7764, -1.0304, 3.8413], [1.2497, 1.3403, 3.9072], [0.8566, 1.5473, 2.2144], [3.2077, -0.1548, 3.1282], [3.3232, 1.5644, 2.7586], [2.3443, -0.4286, 0.8287], [3.8121, 0.2629, 0.8028], [4.4781, -4.0642, -4.3040], [3.4261, -3.2312, -3.1829], [2.8904, -3.9320, -2.0877], [2.0721, -3.3010, -1.1977], [1.7192, -1.9107, -1.3148], [0.9801, -1.3685, -0.4442], [2.2760, -1.2291, -2.4592], [2.0278, 0.1561, -2.7822], [1.3345, 0.9729, -2.1895], [3.1183, -1.9160, -3.3604], [3.1323, -4.9799, -1.9595], [1.6509, -3.8368, -0.3566], [2.5276, 0.4833, -3.7177], [3.5247, -1.3761, -4.2085], [-6.6597, -4.3786, 3.4002], [-5.5541, -3.4466, 2.5638], [-5.7634, -2.9621, 0.9088], [-4.2025, -2.1602, 0.9011], [-3.5930, -2.2450, 2.0481], [-4.3656, -2.9553, 2.9652], [-3.7594, -3.1727, 4.2327], [-2.4058, -3.4819, 4.2677], [-1.7776, -3.6756, 5.4878], [-2.4970, -3.5626, 6.6686], [-3.8483, -3.2495, 6.6232], [-4.4867, -3.0501, 5.4088], [-3.6401, -1.3897, -0.5147], [-1.8621, -3.5644, 3.3360], [-0.7227, -3.9172, 5.5124], [-2.0066, -3.7153, 7.6217], [-4.4142, -3.1535, 7.5412], [-5.5364, -2.8063, 5.3647], [-1.7085, 5.3719, -1.6959], [-0.6956, 4.6419, -0.9616], [0.6647, 4.7967, -1.0702], [1.2147, 3.8267, -0.2863], [0.2251, 3.0781, 0.2990], [-0.9019, 3.5903, -0.1415], [-1.4049, 6.4130, -1.7923], [-2.6452, 5.3330, -1.1432], [-1.8558, 4.9244, -2.6769], [1.0984, 5.5587, -1.6935], [2.2550, 3.6048, -0.1174], [-1.8911, 3.2378, 0.1054], [-1.6418, -0.1170, -3.1668], [-1.6882, 1.3332, -3.2632], [-1.7419, 2.4778, -3.3371], [-2.2949, -0.5560, -3.9189], [-1.9879, -0.4377, -2.1831], [-0.6227, -0.4702, -3.3119]],
  "forces_ev_per_angstrom": [[0.0, 0.3, 0.4], [0.0, -0.3, -0.3], [0.0, 0.1, 0.1], [0.0, 0.0, 0.0], [0.0, 0.0, 0.0], [0.0, 0.0, 0.0], [0.0, 0.0, 0.0], [0.0, 0.1, 0.1], [0.0, 0.0, 0.1], [0.0, 0.0, 0.0], [0.0, 0.0, 0.0], [0.0, 0.0, 0.0], [0.0, 0.0, 0.0], [0.0, -0.1, 0.0], [0.0, 0.0, 0.0], [0.0, 0.0, 0.0], [0.0, 0.0, 0.0], [0.0, 0.0, 0.0], [0.0, 0.0, 0.0], [0.0, 0.0, 0.0], [0.0, 0.0, 0.0], [0.0, 0.0, 0.0], [0.0, 0.0, 0.0], [0.0, 0.0, -0.1], [0.0, 0.0, -0.1], [0.0, 0.0, 0.0], [-0.1, 0.0, 0.0], [0.0, -0.1, -0.1], [0.0, 0.0, 0.0], [0.0, 0.0, 0.0], [0.0, 0.0, 0.0], [0.1, 0.0, 0.0], [0.0, 0.0, 0.0], [0.0, 0.0, 0.0], [-0.1, 0.0, -0.1], [0.0, -0.1, 0.1], [0.2, 0.1, -0.2], [-0.1, -0.1, 0.0], [-0.1, 0.0, 0.0], [0.0, 0.0, 0.0], [0.0, -0.1, 0.0], [0.0, 0.0, 0.0], [0.0, 0.0, 0.0], [0.0, 0.0, 0.0], [0.1, 0.0, 0.0], [-0.1, 0.0, 0.1], [0.0, 0.0, 0.0], [0.0, 0.0, 0.0], [0.0, 0.0, 0.0], [0.0, 0.0, 0.0], [0.0, 0.0, 0.0], [0.0, 0.0, 0.0], [0.0, 0.0, 0.0], [0.0, 0.0, 0.0], [0.0, 0.0, 0.0], [0.0, 0.0, -0.2], [0.0, 0.0, 0.1], [0.0, 0.0, 0.0], [0.0, 0.0, 0.0], [0.0, 0.0, 0.0], [0.0, 0.0, 0.0], [0.0, 0.0, 0.0], [0.0, 0.0, 0.0], [0.0, -0.1, 0.0], [0.0, 0.1, 0.0], [0.0, 0.0, 0.0], [0.0, 0.0, 0.0], [0.0, 0.0, 0.0], [0.0, 0.0, 0.0]]
}


4.
{
  "formula": "C2H7NO2S2",
  "method": "wB97M-V/def2-TZVPD",
  "energy_ha": -1081.94094,
  "lumo_energy_ha": 0.019,
  "relative_energy_kj_mol": 252.3,
  "e_homo_ha": -0.31411,
  "species": ["C", "C", "N", "O", "O", "S", "S", "H", "H", "H", "H", "H", "H", "H"],
  "positions_angstrom": [[1.5321, 0.3071, 1.0100], [-0.9704, 0.3240, -0.5835], [-2.0376, -0.5395, -0.7165], [1.3888, -0.1637, -1.5912], [-0.7137, 1.0879, -1.5498], [0.9968, -0.4324, 2.5327], [0.8022, -0.6942, -0.3547], [1.1744, 1.2986, 0.9281], [2.5850, 0.2511, 0.9628], [-1.0011, 0.8371, 0.4202], [-2.6195, -0.5768, 0.1506], [-2.3889, -0.8843, -1.5945], [0.3352, 1.0328, -1.7717], [0.9166, -1.8479, 2.1574]],
  "forces_ev_per_angstrom": [[-0.8, -1.8, -0.5], [-0.4, -1.6, 4.5], [-1.3, -0.4, 2.1], [1.5, 1.0, -2.3], [2.7, 2.7, -4.0], [-0.8, -2.1, 0.6], [-0.8, -0.3, 1.8], [-0.4, 1.1, 0.1], [1.1, 0.1, -0.5], [-0.2, -0.5, -0.5], [0.6, -0.3, -1.8], [0.1, 0.3, 0.1], [-1.7, -0.6, 0.1], [0.3, 2.4, 0.3]]
}